(1)
60
Properties=species:S:1:pos:R:3:forces:R:3 method="wB97M-V/def2-TZVPD" gap_ev="6.87 / 6.32" total_charge=-1 lumo_energy_ev="1.62 / 1.62"
Pb -0.148540 -0.513632 -0.689129 -0.124 0.250 0.106
F 1.714613 4.816632 1.669097 -0.080 0.054 0.033
C 1.009858 3.704293 1.870019 0.261 -0.039 -0.087
F 1.776702 2.825799 2.507940 -0.055 -0.006 0.067
F -0.047117 3.993177 2.625160 -0.022 -0.026 -0.015
S 0.433696 3.008599 0.266807 -0.036 -0.073 -0.145
O -0.166701 1.741297 0.629933 0.132 0.171 -0.022
O -0.410845 3.994935 -0.336535 0.024 0.065 0.148
N 1.852657 2.855860 -0.423663 -0.148 0.150 -0.044
S 1.964434 2.364180 -1.895052 0.057 -0.210 -0.209
O 3.327270 2.098443 -2.248356 0.036 0.063 0.160
O 0.980210 1.355918 -2.263334 0.098 0.092 -0.032
C 1.506804 3.807208 -2.983921 0.055 0.029 -0.051
F 0.216489 3.819628 -3.278882 -0.008 0.022 0.059
F 2.192930 3.706504 -4.133429 -0.029 -0.025 -0.012
F 1.837309 4.958028 -2.403931 0.023 0.001 -0.004
F 4.605847 -2.612367 1.151546 -0.008 -0.019 0.000
C 4.257788 -1.988398 2.290597 0.019 0.027 0.025
F 4.861720 -0.788941 2.284681 -0.010 0.007 -0.010
F 4.828807 -2.696675 3.293319 0.004 0.022 0.017
C 2.769877 -1.894930 2.472303 -0.024 -0.072 -0.035
C 2.188067 -2.384789 3.626974 0.027 0.023 -0.011
C 0.813887 -2.315964 3.792533 -0.004 -0.004 0.000
C 0.062671 -1.800005 2.754221 -0.020 -0.184 0.018
N 0.608794 -1.352743 1.628630 0.270 0.031 -0.019
C 1.947869 -1.332795 1.476790 -0.027 0.028 -0.140
S 2.517460 -0.546119 0.038640 0.133 -0.104 0.101
H 2.812398 -2.817737 4.396219 0.001 0.007 0.003
H 0.333405 -2.675845 4.690325 -0.001 0.009 0.001
H -1.016314 -1.749100 2.811243 -0.002 -0.012 -0.060
Cl -2.137935 1.864770 -2.293758 0.037 -0.044 -0.163
C -3.580402 2.380077 -1.563553 0.060 0.641 -0.161
Cl -3.346904 -0.371070 1.046826 1.215 -2.098 0.995
H -4.450300 2.425635 -2.197330 -0.033 -0.218 0.037
H -3.457866 3.076340 -0.747617 0.016 -0.129 0.111
F -3.694756 -2.793721 -0.618998 0.072 -0.057 0.045
C -3.679890 -3.022664 0.712015 0.126 0.751 -1.417
F -4.491220 -4.067194 0.920134 -0.017 0.023 0.221
F -2.407452 -3.445142 0.961619 -0.025 -0.199 0.266
C -4.035257 -1.813123 1.503129 -0.801 -1.147 0.995
O -1.818435 -0.344993 1.157268 -1.189 0.488 1.128
C -4.909814 -2.076944 2.679675 1.104 0.224 0.668
F -4.815199 -1.132797 3.640719 -0.149 0.183 -0.096
F -4.565592 -3.238799 3.305597 -0.146 0.015 -0.009
F -6.214982 -2.200109 2.381726 -0.034 0.033 -0.086
C -3.973434 0.756241 1.952886 -1.216 2.629 1.988
F -3.341066 1.676333 2.666515 1.409 -0.484 0.056
F -5.265285 1.072550 2.038988 -0.325 -1.007 -1.007
F -3.827586 -0.086138 -0.762990 -0.710 0.308 -3.264
S 0.534665 -2.972339 -2.240760 0.076 -0.215 -0.107
C 1.343001 -1.884834 -3.244799 0.039 -0.190 -0.196
N 2.648240 -1.569980 -2.959273 -0.085 0.178 0.087
C 3.337428 -0.621366 -3.612991 0.079 -0.049 -0.067
C 2.762577 -0.002344 -4.679621 -0.015 0.024 -0.043
C 1.451528 -0.392234 -4.984028 0.002 -0.078 0.006
N 0.768516 -1.296238 -4.316725 -0.010 0.071 0.090
H 3.009860 -1.954473 -2.089248 -0.014 0.043 0.021
H 4.325387 -0.392314 -3.241586 -0.023 0.004 0.054
H 3.273386 0.778566 -5.219013 -0.006 0.008 0.008
H 0.926743 0.067845 -5.815551 0.021 0.012 -0.004



(2)
143
Properties=species:S:1:pos:R:3:forces:R:3 method="wB97M-V/def2-TZVPD" gap_ev=10.26 lumo_energy_ev=0.33
C 3.552479 -5.048891 1.343434 -0.060 -0.228 -0.420
C 3.894296 -4.064328 0.174602 0.309 0.325 -0.143
C 3.539817 -4.676850 -1.233667 0.535 0.414 0.797
C 3.313567 -2.594883 0.384157 -0.365 -0.926 0.384
B 1.720550 -2.506440 0.295972 0.919 1.154 -0.331
O 0.992051 -1.802664 1.311561 0.570 -1.853 0.092
B 0.485909 -2.845548 2.103056 -0.208 0.322 -0.321
O -0.129649 -3.907680 1.400298 0.455 1.146 -0.908
B -0.160249 -3.668257 0.011848 0.227 0.105 -0.175
O -1.365455 -4.071871 -0.673418 0.798 -1.580 1.139
C -1.654884 -5.281871 -0.185930 0.547 3.928 -1.769
N -1.767326 -6.330883 0.211124 -0.675 -2.818 1.005
O 0.904492 -3.114889 -0.697391 -1.205 -0.448 1.886
H 2.494551 -4.995780 1.689182 0.563 0.110 -0.305
H 4.187614 -4.905137 2.246609 -0.430 -0.012 -0.677
H 3.694959 -6.090265 0.956834 0.027 0.706 0.470
H 5.007118 -3.942731 0.182023 -0.812 -0.037 0.024
H 3.412059 -3.832326 -1.942322 -0.131 -0.709 0.196
H 2.629745 -5.314145 -1.160569 0.585 0.488 -0.324
H 4.422019 -5.277210 -1.562082 -0.880 0.210 0.101
H 3.810672 -1.865188 -0.311737 -0.593 -0.860 0.805
H 3.568523 -2.325260 1.441721 -0.102 0.149 -0.871
H 0.614839 -2.864431 3.280989 -0.302 0.021 -0.104
C -1.643106 2.720291 4.123534 0.054 0.059 -0.084
C -1.227380 1.970436 2.852505 -0.099 0.029 0.000
C 0.162998 1.376673 3.103261 -0.124 0.048 -0.481
S 0.277162 1.105697 4.872618 -0.346 -0.044 -0.143
O 1.294171 1.979805 5.406650 0.091 -0.233 0.094
O 0.266920 -0.313214 5.139431 0.293 0.100 0.157
C -1.324151 1.782405 5.281288 -0.244 0.219 -0.071
H -2.699149 2.990164 4.107944 0.046 0.000 0.051
H -1.060131 3.640684 4.216231 -0.043 -0.024 0.048
H -1.941225 1.166023 2.655113 0.029 0.026 0.019
H -1.223296 2.624944 1.980240 0.012 -0.056 0.017
H 0.297921 0.428840 2.584584 0.186 0.011 0.129
H 0.952839 2.070907 2.817810 0.033 -0.060 0.121
H -1.278117 2.287707 6.241931 0.121 -0.102 -0.016
H -2.034047 0.956130 5.324879 0.070 0.004 0.069
C -3.985609 -3.188057 -3.775600 0.035 -0.112 0.000
C -2.469281 -3.215543 -3.560519 -0.058 0.057 0.060
C -1.811280 -3.308845 -4.940634 0.321 -0.153 0.348
S -2.947579 -2.534437 -6.088762 -0.200 -0.053 0.438
O -3.436933 -3.537182 -7.003674 0.163 0.223 -0.240
O -2.378668 -1.287553 -6.552716 -0.043 -0.049 -0.389
C -4.224287 -2.181132 -4.893523 -0.196 -0.077 0.126
H -4.518631 -2.909589 -2.866311 0.015 0.049 -0.061
H -4.334070 -4.178549 -4.082238 -0.019 0.045 0.000
H -2.156126 -2.292981 -3.064762 -0.031 -0.032 -0.018
H -2.165967 -4.045504 -2.926382 0.014 0.051 -0.081
H -0.858166 -2.783460 -4.969914 -0.051 -0.020 -0.176
H -1.673214 -4.344503 -5.250020 -0.074 0.073 -0.121
H -5.203615 -2.278427 -5.359874 0.103 0.017 -0.157
H -4.075957 -1.163977 -4.539473 0.027 -0.083 -0.005
C -1.215838 0.912281 -9.177715 -0.037 0.011 -0.124
C 0.163260 0.848115 -9.841922 -0.026 -0.100 -0.010
C 0.918347 2.124617 -9.456842 0.168 -0.206 -0.439
S 0.260469 2.634064 -7.867421 -0.116 -0.322 0.045
O -0.421211 3.894761 -8.034463 0.184 0.052 0.155
O 1.265324 2.436954 -6.850545 -0.015 0.318 0.027
C -0.962897 1.338971 -7.737780 -0.204 -0.258 -0.101
H -1.733220 -0.046006 -9.224351 0.009 0.044 0.077
H -1.835519 1.657028 -9.685531 0.005 -0.017 0.041
H 0.704871 -0.025997 -9.471073 -0.036 0.035 0.005
H 0.085536 0.749108 -10.925226 0.031 0.011 0.045
H 1.988427 1.948818 -9.362708 -0.034 0.171 0.104
H 0.735883 2.928579 -10.169350 -0.023 0.054 0.137
H -1.852276 1.718729 -7.239411 0.130 0.078 0.086
H -0.526711 0.525334 -7.158389 -0.044 0.059 0.025
C 4.242739 2.186888 -3.794720 0.053 0.195 -0.018
C 5.727283 1.811099 -3.754151 -0.052 -0.034 -0.117
C 6.081334 1.496007 -2.297318 0.477 0.125 -0.222
S 4.570891 0.912309 -1.530642 0.035 0.097 -0.613
O 4.170908 1.860338 -0.522237 -0.080 -0.347 0.359
O 4.691089 -0.501874 -1.243952 0.164 0.479 0.053
C 3.525498 1.130948 -2.962298 -0.196 0.117 -0.322
H 3.859891 2.218656 -4.815070 -0.046 -0.025 0.057
H 4.100428 3.174306 -3.349029 -0.013 -0.060 0.008
H 5.896218 0.925777 -4.373818 -0.008 0.019 0.035
H 6.356403 2.610159 -4.147058 -0.018 -0.026 0.059
H 6.843301 0.721567 -2.224208 -0.108 -0.024 0.174
H 6.405556 2.388495 -1.762589 -0.179 -0.028 0.065
H 2.528027 1.434667 -2.648926 0.057 -0.066 0.142
H 3.479922 0.176630 -3.489401 0.017 -0.017 0.099
C -6.526726 3.298366 -4.102304 0.078 0.069 -0.073
C -6.068469 2.564901 -5.367455 -0.127 0.000 -0.027
C -4.706153 1.933164 -5.063791 -0.091 0.046 -0.481
S -4.681175 1.622906 -3.297066 -0.228 0.134 -0.091
O -3.673049 2.457458 -2.697351 0.057 -0.271 0.094
O -4.734180 0.197223 -3.060354 0.227 0.188 0.270
C -6.284935 2.329556 -2.950148 -0.360 0.221 -0.003
H -7.574306 3.593892 -4.162723 0.044 -0.007 0.023
H -5.927879 4.202226 -3.962520 -0.038 -0.030 0.038
H -6.790278 1.782162 -5.615797 0.029 0.026 0.022
H -6.007494 3.236765 -6.223892 0.020 -0.048 0.028
H -4.568478 0.992913 -5.596427 0.154 0.006 0.116
H -3.887658 2.614119 -5.296195 0.030 -0.054 0.151
H -6.272217 2.813486 -1.975379 0.142 -0.128 0.023
H -7.014587 1.518566 -2.957765 0.080 -0.021 0.023
C 0.130475 -8.082160 5.069337 -0.077 0.012 0.094
C -0.829208 -6.891941 4.963279 -0.053 -0.048 -0.122
C -0.125435 -5.677976 5.580068 -0.522 -0.018 0.000
S 1.632672 -5.955883 5.363141 -0.243 -0.027 -0.252
O 2.232953 -6.119329 6.663441 0.172 0.178 -0.128
O 2.136047 -5.020183 4.386889 0.260 0.021 0.297
C 1.485733 -7.564995 4.600068 -0.121 -0.405 -0.098
H -0.204895 -8.927439 4.467960 0.027 0.030 0.021
H 0.196034 -8.412114 6.109855 0.043 -0.014 -0.046
H -1.048937 -6.694792 3.910526 0.025 -0.011 0.037
H -1.777498 -7.092079 5.463152 0.038 0.030 -0.021
H -0.406747 -4.751770 5.081780 0.183 0.045 0.089
H -0.323598 -5.599630 6.648588 0.152 0.017 -0.020
H 2.317608 -8.196603 4.906275 0.076 0.168 0.022
H 1.499546 -7.422597 3.518412 0.034 0.068 0.046
C -3.941215 2.449103 10.838964 0.046 -0.105 0.009
C -2.416061 2.448286 10.989525 -0.028 0.051 0.109
C -1.815768 2.343430 9.583562 0.284 -0.189 0.364
S -3.013687 3.082006 8.472191 -0.032 0.189 0.368
O -3.525572 2.053869 7.598671 0.044 0.178 -0.155
O -2.489332 4.325645 7.964418 -0.067 -0.200 -0.342
C -4.246582 3.434578 9.716241 -0.270 -0.055 0.344
H -4.439570 2.732633 11.766223 0.002 -0.014 -0.046
H -4.285223 1.448832 10.562381 -0.030 0.054 -0.001
H -2.096404 3.383001 11.457555 -0.020 -0.030 -0.031
H -2.073455 1.630986 11.624608 0.010 0.039 -0.042
H -0.873358 2.882544 9.505188 -0.064 -0.022 -0.199
H -1.675293 1.304959 9.284369 -0.060 0.069 -0.109
H -5.242615 3.312352 9.294788 0.098 0.040 -0.153
H -4.101256 4.464189 10.045627 0.032 -0.017 -0.092
C 4.230417 6.942156 1.461127 -0.059 -0.035 0.085
C 4.584150 5.563820 2.029397 0.035 0.083 0.031
C 4.021095 4.511308 1.068250 0.176 -0.084 0.537
S 3.985058 5.280988 -0.550053 0.218 -0.137 0.245
O 2.611393 5.418750 -0.965619 0.125 -0.103 -0.245
O 4.983397 4.668262 -1.396801 -0.233 0.110 -0.267
C 4.580765 6.881253 -0.021357 0.056 0.376 0.217
H 4.772944 7.740980 1.967685 -0.034 -0.010 -0.036
H 3.160259 7.128850 1.585113 0.040 0.028 -0.037
H 5.671260 5.463582 2.089241 -0.041 0.007 -0.014
H 4.187530 5.428150 3.035988 0.023 -0.026 -0.047
H 4.647072 3.623466 1.028857 -0.177 -0.033 -0.201
H 3.000929 4.233979 1.330535 0.009 0.005 -0.166
H 4.106030 7.665044 -0.608782 -0.008 -0.145 -0.124
H 5.661009 6.900382 -0.171891 -0.045 -0.055 -0.051



(3)
15
Properties=species:S:1:pos:R:3:forces:R:3 method="wB97M-V/def2-TZVPD" gap_ev=10.77 lumo_energy_ev=0.61 smiles="O=C(CO)CCO"
O 1.328397 -1.725602 -0.634698 -0.294 0.331 0.194
C 0.670290 -0.850456 -0.102613 0.163 -0.207 -0.095
C 1.396373 0.254514 0.645871 -0.261 0.029 -0.003
O 2.775361 0.044779 0.626027 0.077 -0.123 -0.064
C -0.844406 -0.860139 -0.150533 -0.005 -0.039 -0.012
C -1.475697 0.450349 -0.606762 -0.034 -0.282 -0.267
O -1.325103 1.397636 0.433771 -0.113 0.307 -0.021
H 1.128678 1.219604 0.192064 0.046 -0.137 0.048
H 1.006237 0.287116 1.674754 0.050 -0.008 -0.133
H 2.899216 -0.776788 0.118995 0.062 0.094 0.056
H -1.142240 -1.679100 -0.812437 0.048 0.134 0.086
H -1.224342 -1.081010 0.856005 0.079 0.022 -0.114
H -0.999833 0.797673 -1.537295 -0.042 -0.033 0.155
H -2.538464 0.271858 -0.826006 0.167 0.028 0.055
H -1.654466 2.249565 0.122861 0.056 -0.118 0.116



(4)
81
Properties=species:S:1:pos:R:3:forces:R:3 method="wB97M-V/def2-TZVPD" gap_ev=5.17 total_charge=+1 lumo_energy_ev=-5.02
C 1.680042 -5.104956 2.724285 1.093 -0.402 -0.601
C 3.104400 -4.479359 2.968018 -2.083 -1.262 0.783
O 3.526272 -4.521613 4.085571 0.829 0.692 -0.451
O 3.834675 -3.939019 1.896744 -0.875 0.766 0.595
C 3.615546 -2.541278 1.767300 1.397 -0.485 -0.777
N 4.041634 -1.865560 3.057255 -2.902 0.324 -1.376
C 3.064160 -1.168886 3.670174 1.223 1.148 2.809
C 3.416397 -0.532425 4.952048 2.541 -1.884 -0.993
P 2.134502 0.424447 5.886257 -2.926 1.477 -1.562
O 1.318161 -0.647476 6.861410 2.527 0.711 -0.641
O 2.723635 1.723893 6.719225 -0.334 -2.775 0.498
S 0.872916 1.103945 4.577997 0.724 -0.385 0.233
C 4.795720 -0.773256 5.353363 -0.682 0.881 0.178
C 5.334378 -0.218787 6.704180 0.610 -0.554 -0.532
C 5.138589 -1.365976 7.782192 0.162 -0.841 -0.386
C 6.509579 -2.095790 8.148451 -0.817 0.308 -0.823
S 6.291539 -3.909038 8.417817 0.119 -0.095 0.590
C 5.719748 -1.543067 4.504898 -1.909 0.788 0.459
N 5.290501 -2.070152 3.365027 1.195 0.565 1.513
H 0.856467 -4.418371 3.027172 0.702 -0.295 -0.482
H 1.616642 -5.998717 3.397775 0.137 0.873 -0.598
H 1.619550 -5.451862 1.666436 -0.365 0.454 0.783
H 2.569543 -2.267319 1.499462 0.701 -0.111 0.423
H 4.352182 -2.191104 0.999169 -0.880 -0.337 0.568
H 2.037017 -1.072846 3.241235 1.091 -0.171 0.214
H 1.785830 -1.501060 6.761339 -0.457 0.080 0.510
H 2.431288 1.593501 7.649647 0.364 0.452 -0.301
H 6.436940 -0.040844 6.568234 -1.005 -0.109 0.161
H 4.899431 0.766063 6.983297 0.057 -0.885 -0.307
H 4.507361 -2.174594 7.317948 0.378 0.825 0.469
H 4.583607 -1.031308 8.691049 0.614 -0.114 -0.678
H 7.264604 -1.958368 7.329076 -0.668 0.072 0.836
H 6.901226 -1.667275 9.101987 -0.100 -0.629 -0.775
H 5.616564 -4.428778 7.344871 0.344 0.987 0.153
H 6.772475 -1.684730 4.834995 -0.934 -0.006 -0.613
C -2.424885 -0.577080 -3.154291 -0.171 0.121 0.097
O -2.478851 -0.385858 -1.752778 0.408 -0.015 -0.035
C -2.062419 -1.525964 -1.019946 -0.272 0.403 0.086
C -1.354859 -1.115839 0.261365 -0.044 -0.163 -0.005
O -0.031286 -0.617231 0.065475 0.052 0.060 0.057
C 0.093056 0.661580 -0.562071 0.068 0.114 0.026
C -0.364356 1.826773 0.302120 -0.358 -0.046 -0.335
O -1.782561 1.885250 0.382476 0.169 -0.304 0.261
C -2.231593 2.324420 1.648752 -0.017 0.024 -0.217
H -3.198643 -1.283650 -3.472544 0.103 -0.047 -0.135
H -2.601779 0.385047 -3.634575 -0.086 -0.040 0.053
H -1.435916 -0.934662 -3.461477 -0.037 -0.100 -0.041
H -1.390623 -2.151549 -1.617895 0.020 -0.009 -0.008
H -2.960800 -2.103391 -0.769281 0.132 -0.231 0.101
H -1.236432 -2.014145 0.874939 0.082 -0.023 -0.077
H -1.954567 -0.417324 0.845885 -0.071 0.100 -0.206
H -0.394875 0.669540 -1.536846 -0.197 0.055 0.114
H 1.162862 0.790640 -0.749502 0.005 -0.056 0.112
H -0.022342 2.767697 -0.143650 0.271 -0.027 0.031
H 0.079332 1.722898 1.299234 -0.008 0.009 0.035
H -1.790213 1.713366 2.444348 0.029 0.090 0.094
H -3.313641 2.205171 1.688531 0.033 0.047 -0.114
H -1.979487 3.378669 1.799219 -0.002 -0.001 0.178
C -5.605999 4.977324 -5.926474 0.078 0.007 -0.226
O -4.816582 4.287466 -6.873187 -0.090 -0.220 0.286
C -3.481646 4.077333 -6.436532 -0.176 -0.030 -0.429
C -2.941251 2.755592 -6.958644 0.130 0.035 0.098
O -3.458184 1.606818 -6.291247 -0.093 0.058 -0.057
C -4.827711 1.285443 -6.525705 -0.025 -0.134 0.013
C -5.117837 0.772213 -7.927596 -0.166 0.394 0.030
O -5.089455 1.831409 -8.873689 0.371 -0.066 0.001
C -4.577307 1.433604 -10.129650 -0.190 0.112 0.130
H -5.281780 6.020439 -5.844199 -0.059 0.010 0.163
H -6.640557 4.951888 -6.267942 0.072 0.030 -0.082
H -5.557459 4.488788 -4.946964 0.037 0.087 0.057
H -3.422843 4.082745 -5.342705 -0.010 -0.014 0.020
H -2.872889 4.899716 -6.832061 0.219 -0.048 0.141
H -1.864935 2.739629 -6.765410 -0.048 -0.025 0.110
H -3.063730 2.669950 -8.038874 -0.201 0.134 0.020
H -5.476899 2.121444 -6.263211 0.000 0.066 -0.227
H -5.061412 0.479427 -5.824497 0.126 -0.040 -0.037
H -6.121678 0.332791 -7.953940 0.029 -0.209 0.146
H -4.384509 -0.000383 -8.183101 0.022 0.002 -0.010
H -3.597554 0.956224 -10.019594 -0.016 -0.095 -0.037
H -4.453079 2.327003 -10.740756 -0.104 -0.001 0.045
H -5.272947 0.750746 -10.627415 0.110 -0.078 -0.107